Record 1
This record from the OMol25 dataset describes C2H12O6V as an isolated structure. The level of theory is ωB97M-V with the def2-TZVPD basis set.

Summary:
Kohn-Sham gap (alpha / beta)	5.388 / 5.870	eV
HOMO level (alpha / beta)	-5.874 / -6.365	eV
2S+1	4
ΔE to the lowest compared entry with this formula, charge and spin	0.303	eV
max |F|	0.06236	hartree/bohr
⟨S²⟩	3.756
electronic energy	-40240.6465	eV

Structure (XYZ):
```
21
Properties=species:S:1:pos:R:3:forces:R:3
V -0.064 -0.187 -0.499 1.0 0.4 3.0
O -1.857 -0.480 -1.699 -0.5 0.1 -0.7
O -0.582 -2.229 0.218 -0.6 -0.2 0.3
O 1.183 -0.921 -2.151 0.0 0.0 -0.8
O 1.681 -0.045 0.838 -2.0 0.2 -1.1
O -1.138 0.552 1.224 0.8 -0.7 -1.5
O 0.130 1.784 -1.465 0.1 0.3 -0.7
C -0.251 0.622 2.308 -0.2 -0.1 -0.1
C 1.237 0.734 1.928 1.0 -0.2 -0.4
H 1.031 -0.487 -3.001 0.0 -0.1 0.1
H 1.918 -1.526 -2.296 0.0 0.1 0.4
H 1.891 0.457 2.770 -0.4 0.1 0.4
H -1.027 -2.091 1.071 0.2 0.3 -0.2
H -0.396 -0.251 2.970 0.1 -0.1 0.1
H -0.383 -3.169 0.171 0.2 0.2 -0.1
H -2.093 0.097 -2.436 0.0 0.0 0.1
H -0.535 2.480 -1.539 0.0 -0.2 0.4
H 0.968 2.198 -1.709 0.0 -0.2 0.3
H -0.494 1.511 2.912 0.0 0.0 0.2
H -2.691 -0.852 -1.387 0.2 0.0 0.3
H 1.471 1.805 1.771 -0.2 0.1 -0.3
```
Forces are in eV/Å.

Mulliken population analysis, charges in e, atoms 1 to 2:
1 V 0.6783
2 O -0.4278


Record 2
This record from the OMol25 dataset describes a 2-piece molecular cluster, C2H12OSi3 overall. The level of theory is ωB97M-V with the def2-TZVPD basis set.

Summary:
Kohn-Sham gap	7.352	eV
HOMO level	-7.454	eV
2S+1	1
ΔE to the lowest compared entry with this formula, charge and spin	1.162	eV
max |F|	0.05679	hartree/bohr
electronic energy	-27947.6484	eV

Structure (XYZ):
```
18
Properties=species:S:1:pos:R:3:forces:R:3
Si 0.079 -0.554 -0.149 0.6 0.5 2.5
Si -2.031 1.866 0.385 1.2 0.1 1.6
Si 2.892 1.199 0.297 -1.7 -1.4 -1.0
O -1.032 0.596 0.468 1.7 -2.0 -1.2
C -0.156 -2.161 1.016 -0.7 1.8 -0.8
C -0.298 -1.019 -1.920 1.1 -0.1 1.5
H -3.197 1.457 1.082 -1.3 -0.2 0.3
H -0.935 -2.819 0.691 -0.8 -0.2 -0.9
H 2.114 1.869 1.318 0.0 0.6 0.4
H 0.536 -1.546 -2.360 0.5 0.2 -0.2
H -1.404 2.868 1.303 -0.2 0.3 -0.6
H 0.682 -2.785 1.045 1.7 -0.7 0.0
H 2.797 1.993 -1.035 0.6 -0.5 1.1
H -0.996 -1.812 -1.698 -1.2 0.3 -0.7
H -2.288 2.236 -0.964 -0.2 0.5 -1.0
H -0.471 -1.979 2.029 0.2 0.7 0.5
H -0.512 -0.081 -2.408 -0.7 -0.3 -0.6
H 4.218 0.671 0.901 -0.9 0.5 -0.8
```
Forces are in eV/Å.

Mulliken population analysis, charges in e, atoms 1 to 2:
1 Si 0.1618
2 Si 0.2540


Record 3
This record from the OMol25 dataset describes C2H13N2Ni as an isolated structure. The level of theory is ωB97M-V with the def2-TZVPD basis set.

Summary:
Kohn-Sham gap (alpha / beta)	3.586 / 7.925	eV
HOMO level (alpha / beta)	0.511 / -3.858	eV
net charge	-1
2S+1	3
ΔE to the lowest compared entry with this formula, charge and spin	0.000	eV
max |F|	0.06363	hartree/bohr
⟨S²⟩	2.014
electronic energy	-46304.0340	eV

Structure (XYZ):
```
18
Properties=species:S:1:pos:R:3:forces:R:3
Ni 0.005 -0.056 -0.042 0.2 2.8 1.7
N -1.938 0.026 -0.139 -1.6 0.0 -0.4
N -0.115 1.050 1.624 0.2 0.7 1.7
C 1.920 0.210 0.072 1.4 0.4 -0.2
C 0.095 -1.174 -1.526 0.2 -1.6 -0.5
H -0.996 1.015 2.134 -0.3 0.1 0.1
H 2.158 1.281 0.167 0.3 0.0 0.0
H 2.306 -0.293 0.974 0.1 0.0 0.0
H -2.353 -0.438 0.674 -0.1 0.2 0.1
H 0.603 0.806 2.317 -0.1 -0.1 -0.3
H 0.148 -1.426 -0.169 0.1 -2.4 -1.4
H -2.251 0.997 -0.141 -0.3 0.1 0.2
H -2.385 -0.408 -0.951 0.0 0.0 0.0
H -0.030 -0.120 -1.844 0.0 -0.1 -0.7
H 0.059 2.038 1.423 -0.2 -0.1 -0.1
H 1.046 -1.555 -1.906 -0.1 -0.1 0.0
H -0.751 -1.773 -1.874 0.1 0.0 -0.2
H 2.478 -0.180 -0.793 0.2 0.1 0.1
```
Forces are in eV/Å.

Mulliken population analysis, charges in e, atoms 1 to 2:
1 Ni -1.1457
2 N -0.3506


Record 4
This record from the OMol25 dataset describes a 3-piece molecular cluster, C2H13N2O2 overall. The level of theory is ωB97M-V with the def2-TZVPD basis set.

Summary:
Kohn-Sham gap	9.591	eV
HOMO level	-12.627	eV
net charge	+1
2S+1	1
ΔE to the lowest compared entry with this formula, charge and spin	1.113	eV
max |F|	0.05917	hartree/bohr
electronic energy	-9353.5206	eV

Structure (XYZ):
```
19
Properties=species:S:1:pos:R:3:forces:R:3
O -2.747 -0.098 0.671 -1.2 -0.4 0.2
O 0.831 2.183 -1.377 0.4 0.1 -0.4
N -0.574 -0.199 -1.296 2.0 -2.3 0.5
N 1.248 -0.483 1.958 -0.3 0.7 0.6
C 0.071 -0.981 -0.090 -1.9 1.6 0.4
C 1.318 -0.367 0.518 2.1 -1.6 -0.6
H -1.580 -0.358 -1.277 0.0 0.7 0.4
H -3.617 -0.380 0.352 0.1 0.2 -0.7
H 1.538 0.646 0.203 -0.6 0.3 0.3
H 1.585 2.217 -1.991 -0.4 0.1 0.3
H -2.980 -0.206 1.602 0.8 0.3 0.4
H 1.220 -1.401 2.379 0.0 -0.3 -0.6
H 0.117 -2.039 -0.237 0.2 -0.5 -0.9
H 1.955 0.029 2.469 0.0 0.2 -0.4
H -0.186 0.761 -1.201 -0.7 0.2 -0.6
H -0.234 -0.672 -2.130 0.1 0.6 -0.4
H 2.219 -0.918 0.085 -0.9 0.4 0.4
H 0.594 3.100 -1.195 0.0 0.0 0.0
H -0.776 -0.835 0.556 0.2 -0.1 1.0
```
Forces are in eV/Å.

Mulliken population analysis, charges in e, atoms 1 to 2:
1 O -0.6455
2 O -0.6504


Record 5
This record from the OMol25 dataset describes a 4-piece molecular cluster, C2H13N2O3 overall. The level of theory is ωB97M-V with the def2-TZVPD basis set.

Summary:
Kohn-Sham gap	11.716	eV
HOMO level	-14.784	eV
net charge	+1
2S+1	1
ΔE to the lowest compared entry with this formula, charge and spin	0.488	eV
max |F|	0.02904	hartree/bohr
electronic energy	-11401.8565	eV

Structure (XYZ):
```
20
Properties=species:S:1:pos:R:3:forces:R:3
O 1.070 -1.737 -0.370 -0.1 0.4 -0.2
O 1.748 -0.751 -3.051 0.2 -0.2 -0.3
O -1.783 -2.017 -0.654 1.2 -0.4 0.4
N -0.471 1.701 1.569 0.4 0.5 -0.1
N -2.019 0.751 0.142 -1.0 0.5 -1.0
C -0.905 0.729 0.825 -0.9 -0.5 0.5
C 0.812 1.761 2.250 0.6 -0.3 0.5
H -0.840 -1.868 -0.440 -0.2 0.2 -0.2
H -1.708 -2.983 -0.620 -0.9 0.0 -0.2
H 0.741 1.702 3.333 -0.5 0.1 0.1
H 1.861 0.004 -3.640 -0.1 0.1 0.2
H 1.461 0.940 1.962 -0.1 -0.1 -0.3
H 1.983 -2.049 -0.416 -0.2 0.0 0.1
H 2.090 -1.490 -3.579 -0.2 0.1 0.3
H -0.907 2.601 1.452 -0.4 0.1 0.1
H -0.455 -0.254 0.860 0.8 0.2 -0.1
H -2.171 0.039 -0.561 0.0 -0.6 0.4
H -2.752 1.463 0.126 0.8 0.1 0.3
H 1.288 2.704 2.013 0.1 0.0 -0.2
H 0.958 -1.247 -1.202 0.4 -0.1 -0.1
```
Forces are in eV/Å.

Mulliken population analysis, charges in e, atoms 1 to 2:
1 O -0.7101
2 O -0.6449


Record 6
This record from the OMol25 dataset describes a 4-piece molecular cluster, C2H13NO3 overall. The level of theory is ωB97M-V with the def2-TZVPD basis set.

Summary:
Kohn-Sham gap (alpha / beta)	1.898 / 8.871	eV
HOMO level (alpha / beta)	0.967 / -6.083	eV
net charge	-1
2S+1	2
ΔE to the lowest compared entry with this formula, charge and spin	0.769	eV
max |F|	0.03225	hartree/bohr
⟨S²⟩	0.750
electronic energy	-9915.8111	eV

Structure (XYZ):
```
19
Properties=species:S:1:pos:R:3:forces:R:3
O 0.688 -2.809 -1.760 0.1 0.2 -0.6
O 2.746 0.858 3.723 0.1 0.6 -0.4
O -3.247 4.292 -3.818 -0.1 -0.2 0.3
N -0.043 0.581 -0.050 -0.3 -1.1 -0.5
C -0.495 -1.611 1.099 -0.3 -1.4 0.5
C 0.298 -0.337 1.069 -0.4 0.6 -0.3
H -3.387 3.985 -4.716 0.1 0.1 -0.1
H 0.874 -1.919 -2.144 0.0 0.0 0.3
H 0.240 0.215 2.003 -0.3 0.1 0.3
H -0.616 -0.006 -0.672 -0.1 0.5 0.2
H 3.203 0.525 4.493 -0.3 -0.4 0.2
H 0.787 0.649 -0.642 0.0 0.3 0.2
H 1.959 0.339 3.531 0.2 -0.2 0.2
H 0.758 -3.326 -2.593 0.0 -0.2 0.3
H -2.960 5.206 -3.860 0.0 0.0 -0.2
H -0.336 -2.208 2.016 0.0 0.6 0.2
H -1.569 -1.470 1.009 -0.2 0.2 0.0
H 1.308 -0.606 0.961 1.6 -0.4 0.0
H -0.210 -2.357 0.352 0.1 0.6 -0.5
```
Forces are in eV/Å.

Mulliken population analysis, charges in e, atoms 1 to 2:
1 O -1.7552
2 O -0.6643


Record 7
This record from the OMol25 dataset describes a 4-piece molecular cluster, C2H13NO3 overall. The level of theory is ωB97M-V with the def2-TZVPD basis set.

Summary:
Kohn-Sham gap	10.861	eV
HOMO level	-10.170	eV
SMILES	CNC.O.O.O
2S+1	1
ΔE to the lowest compared entry with this formula, charge and spin	1.130	eV
max |F|	0.04669	hartree/bohr
electronic energy	-9917.0809	eV

Structure (XYZ):
```
19
Properties=species:S:1:pos:R:3:forces:R:3
O 0.547 -2.669 -1.218 -0.3 0.7 -0.2
O -2.007 -1.005 -0.830 0.3 -0.6 -0.3
O 1.738 -1.725 1.091 -0.3 0.1 -0.6
N -0.608 1.235 0.144 0.9 2.2 -0.3
C -0.327 1.451 1.567 -0.5 -0.5 1.3
C 0.624 1.371 -0.697 0.3 -1.1 0.4
H -1.353 -0.356 -0.498 -0.6 0.3 0.2
H -0.301 -2.273 -1.474 0.0 -0.2 0.2
H -1.256 1.646 2.110 -0.2 -0.3 -0.3
H 0.284 2.296 1.904 0.4 0.1 -0.8
H -1.093 2.100 -0.097 -0.6 -0.6 -0.2
H -2.809 -0.523 -1.051 0.2 0.1 0.1
H 0.082 0.549 2.026 0.1 0.0 -0.2
H 0.611 0.606 -1.476 0.0 0.1 0.0
H 1.307 -1.896 0.226 0.3 -0.5 0.5
H 0.579 -3.535 -1.614 0.0 -0.4 -0.1
H 1.696 -0.772 1.135 0.2 0.4 0.3
H 1.495 1.171 -0.068 0.0 0.0 -0.2
H 0.790 2.331 -1.178 -0.3 0.3 0.2
```
Forces are in eV/Å.

Mulliken population analysis, charges in e, atoms 1 to 2:
1 O -0.6571
2 O -0.7227


Record 8
This record from the OMol25 dataset describes a 4-piece molecular cluster, C2H13NO3 overall. The level of theory is ωB97M-V with the def2-TZVPD basis set.

Summary:
Kohn-Sham gap	10.912	eV
HOMO level	-10.130	eV
SMILES	CCN.O.O.O
2S+1	1
ΔE to the lowest compared entry with this formula, charge and spin	0.795	eV
max |F|	0.02672	hartree/bohr
electronic energy	-9917.4168	eV

Structure (XYZ):
```
19
Properties=species:S:1:pos:R:3:forces:R:3
O 0.846 0.449 -1.655 0.6 -0.2 -0.1
O -4.639 4.599 0.136 0.0 0.0 0.5
O 2.266 1.779 1.180 0.0 -0.3 0.5
N 1.353 -1.174 0.701 -0.4 -0.5 -0.8
C 0.674 -2.375 0.114 0.7 0.7 0.6
C -0.798 -2.158 -0.049 -0.7 1.0 0.6
H 2.586 2.623 0.858 0.0 0.0 -0.3
H 0.968 -0.933 1.607 0.2 0.0 0.0
H -3.698 4.467 -0.044 -0.5 0.1 -0.4
H -5.151 4.671 -0.676 0.5 -0.1 -0.1
H 2.138 1.178 0.435 -0.1 0.4 -0.1
H 1.188 -2.530 -0.824 -0.1 -0.2 -0.4
H 2.331 -1.424 0.783 0.0 0.3 0.4
H -1.304 -2.113 0.930 0.2 -0.5 -0.2
H -1.280 -2.881 -0.689 -0.1 -0.4 0.0
H -1.019 -1.170 -0.451 0.3 0.0 -0.4
H 1.605 0.305 -2.242 -0.4 0.1 0.1
H 0.873 -3.235 0.740 -0.1 -0.5 0.1
H 1.062 -0.078 -0.855 -0.2 0.1 0.0
```
Forces are in eV/Å.

Mulliken population analysis, charges in e, atoms 1 to 2:
1 O -0.6608
2 O -0.6475


Record 9
This record from the OMol25 dataset describes a 4-piece molecular cluster, C2H13NO3S overall. The level of theory is ωB97M-V with the def2-TZVPD basis set.

Summary:
Kohn-Sham gap	9.656	eV
HOMO level	-9.311	eV
SMILES	NCCS.O.O.O
2S+1	1
ΔE to the lowest compared entry with this formula, charge and spin	0.637	eV
max |F|	0.04477	hartree/bohr
electronic energy	-20752.2090	eV

Structure (XYZ):
```
20
Properties=species:S:1:pos:R:3:forces:R:3
S 0.871 0.933 -0.926 -0.1 0.6 0.9
O 0.540 -1.025 3.224 -0.2 0.4 -0.3
O 0.577 -1.223 -3.462 0.0 -0.4 -0.3
O 1.244 1.981 2.530 -0.1 -1.0 1.1
N -2.431 -1.290 0.149 0.3 1.1 -0.1
C -0.828 0.657 -0.248 1.7 -1.6 -0.1
C -1.148 -0.828 -0.436 -1.2 -0.7 -1.4
H -3.178 -0.930 -0.442 0.0 -0.2 0.0
H 0.990 2.828 2.194 0.0 0.5 -0.8
H 1.461 -1.424 -3.141 0.1 0.0 0.0
H 0.225 -0.111 3.247 0.1 0.1 0.4
H -2.548 -0.744 0.999 -0.1 -0.4 0.4
H 0.666 -1.140 2.277 0.1 -0.4 -0.1
H 0.350 -1.989 -4.009 0.0 0.2 0.1
H 1.611 1.409 1.853 0.1 0.4 -0.4
H -0.390 -1.566 -0.169 0.4 0.6 0.6
H -0.699 0.787 0.826 -0.4 0.9 0.0
H -1.222 -0.990 -1.517 -0.1 0.0 0.0
H 0.681 0.268 -2.043 -0.2 -0.2 -0.6
H -1.492 1.311 -0.801 -0.4 0.1 0.5
```
Forces are in eV/Å.

Mulliken population analysis, charges in e, atoms 1 to 2:
1 S -0.2371
2 O -0.6347


Record 10
This record from the OMol25 dataset describes a 4-piece molecular cluster, C2H13NO3S overall. The level of theory is ωB97M-V with the def2-TZVPD basis set.

Summary:
Kohn-Sham gap	9.931	eV
HOMO level	-9.373	eV
SMILES	NCCS.O.O.O
2S+1	1
ΔE to the lowest compared entry with this formula, charge and spin	0.022	eV
max |F|	0.02066	hartree/bohr
electronic energy	-20752.8239	eV

Structure (XYZ):
```
20
Properties=species:S:1:pos:R:3:forces:R:3
S 1.658 -0.666 -1.297 0.0 0.3 -0.2
O -0.780 1.570 -2.848 0.3 -0.2 -0.1
O 0.668 -1.921 3.454 -0.1 0.3 0.1
O -2.734 1.746 -0.693 -0.1 -0.1 0.3
N -0.751 0.196 1.849 0.0 0.1 0.5
C 1.070 -0.563 0.417 0.5 -0.8 0.5
C -0.286 0.112 0.487 0.6 -0.3 -0.8
H 0.082 -2.239 4.147 0.1 -0.1 0.0
H -2.394 2.611 -0.439 0.0 -0.1 -0.2
H 0.115 1.218 -2.734 -0.1 0.0 0.1
H -0.954 -0.496 -0.120 -0.3 0.0 0.2
H -2.079 1.378 -1.305 0.0 0.3 -0.1
H 2.030 -1.946 -1.339 -0.1 -0.1 0.1
H -1.714 0.503 1.880 0.0 0.0 0.0
H -0.199 1.073 -0.030 -0.1 0.2 0.1
H 1.828 -0.055 1.014 -0.1 0.3 -0.1
H -1.063 1.182 -3.684 -0.1 0.1 0.1
H 1.043 -1.575 0.841 -0.2 0.2 -0.2
H 0.202 -1.136 3.108 -0.1 -0.4 -0.2
H -0.199 0.863 2.382 -0.1 0.1 -0.2
```
Forces are in eV/Å.

Mulliken population analysis, charges in e, atoms 1 to 2:
1 S -0.3169
2 O -0.6420


Record 11
This record from the OMol25 dataset describes a 4-piece molecular cluster, C2H13NO4 overall. The level of theory is ωB97M-V with the def2-TZVPD basis set.

Summary:
Kohn-Sham gap	10.138	eV
HOMO level	-9.495	eV
SMILES	CNCO.O.O.O
2S+1	1
ΔE to the lowest compared entry with this formula, charge and spin	1.082	eV
max |F|	0.02363	hartree/bohr
electronic energy	-11964.3841	eV

Structure (XYZ):
```
20
Properties=species:S:1:pos:R:3:forces:R:3
O 0.495 2.197 -1.246 0.4 -0.5 -1.0
O 4.042 3.098 -1.270 -0.6 0.5 0.6
O -0.230 -1.431 -2.489 0.1 0.0 0.2
O -2.018 -0.711 -0.354 0.1 -0.3 0.2
N -1.286 -0.567 1.962 0.3 0.1 -0.3
C -0.716 -1.902 2.103 -0.5 0.2 -0.1
C -1.250 -0.009 0.656 -0.3 0.4 0.1
H -2.193 -0.442 2.380 -0.1 -0.1 0.2
H -1.638 1.010 0.715 0.0 -0.1 -0.1
H 0.287 1.357 -1.698 -0.3 0.1 0.5
H -0.611 -1.568 -1.606 -0.1 0.2 -0.3
H 4.557 3.118 -0.454 0.1 -0.1 -0.2
H 0.116 -1.974 1.403 0.1 -0.1 0.1
H -1.433 -2.705 1.889 0.1 -0.1 -0.1
H -0.232 0.038 0.287 0.3 0.0 0.1
H 1.103 2.550 -1.917 -0.1 0.3 0.4
H 0.514 -2.036 -2.562 0.0 0.0 0.0
H -0.365 -2.053 3.118 0.2 0.0 0.1
H -2.360 -1.507 0.068 -0.1 0.1 -0.1
H 3.218 3.538 -0.984 0.4 -0.3 -0.3
```
Forces are in eV/Å.

Mulliken population analysis, charges in e, atoms 1 to 2:
1 O -0.6144
2 O -0.6347


Record 12
This record from the OMol25 dataset describes a 5-piece molecular cluster, C2H13NO4 overall. The level of theory is ωB97M-V with the def2-TZVPD basis set.

Summary:
Kohn-Sham gap	8.814	eV
HOMO level	-8.410	eV
SMILES	C=CN.O.O.O.O
2S+1	1
ΔE to the lowest compared entry with this formula, charge and spin	1.122	eV
max |F|	0.02913	hartree/bohr
electronic energy	-11964.3443	eV

Structure (XYZ):
```
20
Properties=species:S:1:pos:R:3:forces:R:3
O 1.123 2.795 -0.555 0.2 -0.2 -0.1
O -1.866 -0.395 2.155 -0.4 -0.4 0.1
O 0.842 -0.377 1.343 -0.1 -0.5 0.3
O -0.719 1.864 1.347 -0.2 -0.4 -0.3
N -0.567 -1.789 -1.072 -0.3 -0.4 -0.7
C 1.154 -1.085 -2.534 0.8 1.3 0.1
C 0.331 -2.037 -2.124 0.6 -0.4 0.9
H 1.189 -0.087 -2.060 -0.4 -0.5 -0.1
H -1.501 2.375 1.124 0.0 0.1 0.0
H 0.874 -0.668 0.426 0.4 0.2 0.0
H 1.963 -1.160 -3.241 -0.3 -0.6 -0.5
H -2.500 -0.110 2.819 -0.1 0.0 0.0
H -0.507 -0.844 -0.750 -0.3 0.3 0.2
H -1.026 0.922 1.377 0.2 0.7 0.3
H 0.417 -3.070 -2.491 -0.4 0.5 0.1
H -1.259 -0.981 2.616 0.2 0.1 -0.1
H 1.540 3.361 0.098 0.1 0.1 0.0
H 0.530 2.239 -0.025 -0.2 0.2 0.1
H -0.678 -2.465 -0.334 0.1 -0.1 -0.2
H 1.201 0.510 1.407 0.1 0.1 -0.3
```
Forces are in eV/Å.

Mulliken population analysis, charges in e, atoms 1 to 2:
1 O -0.6409
2 O -0.6503